# 1
A single C4H4O2 molecule in a non-equilibrium geometry, computed with ωB97M-V/def2-TZVPD.

Structure (XYZ):
```
10
Properties=species:S:1:pos:R:3:nbo_charge:R:1
C 1.33464 -0.21096 -0.05979 0.74
C -0.78744 -0.82353 -0.08107 -0.12
C -0.77282 0.57174 -0.17769 -0.19
C 0.46824 1.04800 0.02230 -0.30
H -1.37865 -1.44876 -0.65367 0.22
H -1.17878 -0.92101 0.94418 0.21
H -1.75651 1.21793 -0.23156 0.24
H 0.92660 1.90941 0.34268 0.23
O 2.49577 -0.11192 -0.13046 -0.58
O 0.64894 -1.23089 0.02508 -0.44
```

LUMO level ... 0.680 eV
Spin multiplicity ... 1
SMILES ... O=C1C=CCO1
Total charge ... 0

***

# 2
A single C4H4O2 molecule, computed with ωB97M-V/def2-TZVPD.

Structure (XYZ):
```
10
Properties=species:S:1:pos:R:3:nbo_charge:R:1
O -1.79877 -0.15914 1.34659 -0.70
C -1.16498 0.36562 0.22052 -0.05
C -0.53117 -0.77956 -0.65237 -0.10
C 0.63816 -0.38253 -0.49173 -0.01
C 1.95375 -0.05503 -0.01655 0.33
O 2.19592 0.82996 0.77412 -0.48
H -1.66389 -1.11329 1.36738 0.48
H -0.37985 1.07092 0.54183 0.17
H -1.83954 0.93247 -0.42311 0.20
H 2.70973 -0.73037 -0.43918 0.15
```

LUMO level ... -0.421 eV
Spin multiplicity ... 1
SMILES ... O=CC#CCO
Total charge ... 0

***

# 3
A single C4H4O2 molecule, computed with ωB97M-V/def2-TZVPD.

Structure (XYZ):
```
10
Properties=species:S:1:pos:R:3:nbo_charge:R:1
O 0.36712 1.96961 1.80586 -0.55
C 0.21821 1.09865 0.99622 0.63
O 0.75941 -0.13981 1.10236 -0.50
C 0.51551 -1.15841 0.08353 -0.14
C -0.36789 -0.66849 -0.97566 -0.04
C -1.04967 0.18138 -1.49119 -0.22
H -0.37496 1.20922 0.08717 0.12
H 1.49325 -1.45073 -0.31158 0.22
H 0.07395 -2.01638 0.59900 0.22
H -1.63494 0.97497 -1.89571 0.25
```

LUMO level ... 0.763 eV
Spin multiplicity ... 1
SMILES ... C#CCOC=O
Total charge ... 0

***

# 4
A single C4H4O2 molecule, computed with ωB97M-V/def2-TZVPD.

Structure (XYZ):
```
10
Properties=species:S:1:pos:R:3:nbo_charge:R:1
O -2.53578 0.58911 -0.23962 -0.57
C -1.98159 -0.36737 0.23347 0.65
O -0.69258 -0.43188 0.58437 -0.49
C 0.14449 0.57902 0.00238 -0.16
C 1.49698 0.03267 -0.07038 -0.05
C 2.59083 -0.45426 -0.18964 -0.19
H -2.44002 -1.34772 0.40886 0.13
H -0.23657 0.78918 -1.00063 0.23
H 0.09988 1.51022 0.57508 0.22
H 3.55435 -0.89897 -0.30389 0.24
```

LUMO level ... 0.904 eV
Spin multiplicity ... 1
SMILES ... C#CCOC=O
Total charge ... 0

***

# 5
A single C4H4O2 molecule, computed with ωB97M-V/def2-TZVPD.

Structure (XYZ):
```
10
Properties=species:S:1:pos:R:3:nbo_charge:R:1
O -2.24450 -0.28891 -0.08524 -0.70
C -1.10586 0.48118 -0.33923 -0.15
C 0.15397 -0.35120 -0.11478 0.49
O 0.08192 -1.55798 -0.23485 -0.50
C 1.44746 0.24835 0.20837 -0.15
C 2.57400 0.53864 0.52769 -0.12
H -2.05601 -1.17602 -0.42953 0.48
H -1.14296 1.37134 0.29505 0.20
H -1.07230 0.82426 -1.38937 0.19
H 3.58286 0.75431 0.81529 0.24
```

LUMO level ... -0.028 eV
Spin multiplicity ... 1
SMILES ... C#CC(=O)CO
Total charge ... 0

***

# 6
A single C4H4O2 molecule, computed with ωB97M-V/def2-TZVPD.

Structure (XYZ):
```
10
Properties=species:S:1:pos:R:3:nbo_charge:R:1
O 2.62383 -0.36484 0.16351 -0.54
C 2.00862 0.08656 -0.75872 0.65
O 0.66959 0.36256 -0.75962 -0.48
C 0.00057 0.15557 0.41283 0.15
C -1.37441 0.14130 0.45554 -0.44
C -2.57869 0.53360 0.16450 -0.20
H 2.41561 0.35493 -1.73985 0.14
H -1.03557 -0.94260 0.81340 0.31
H 0.62015 -0.11126 1.25757 0.23
H -3.34969 -0.21584 -0.00916 0.18
```

LUMO level (alpha / beta) ... -0.444 / -0.445 eV
Spin multiplicity ... 1
Total charge ... 0

***

# 7
A single C4H4O2 molecule in a non-equilibrium geometry, computed with ωB97M-V/def2-TZVPD.

Structure (XYZ):
```
10
Properties=species:S:1:pos:R:3:nbo_charge:R:1
C -2.11934 0.17019 -0.00864 0.40
C -1.66726 1.53204 0.07892 0.11
C -0.79805 0.28951 -0.49090 0.27
C 0.45330 -0.40833 -0.41580 -0.69
O -2.99847 -0.72411 0.70515 -0.63
O -0.87816 1.55513 -1.12132 -0.44
H -1.36920 2.09845 0.85424 0.21
H 0.99685 -0.22095 0.52650 0.25
H 1.21039 -0.29099 -1.27590 0.26
H 0.39432 -1.45621 -0.44816 0.26
```

LUMO level ... 0.270 eV
Spin multiplicity ... 1
SMILES ... C[C@]12O[C@H]1C2=O
Total charge ... 0

***

# 8
A single C4H4O2 molecule in a non-equilibrium geometry, computed with ωB97M-V/def2-TZVPD.

Structure (XYZ):
```
10
Properties=species:S:1:pos:R:3:nbo_charge:R:1
C 0.27473 -0.24952 0.87469 0.04
C 0.66343 -1.05117 -0.18465 0.07
O -0.49233 -0.67738 1.92998 -0.67
C 0.06947 0.81047 -0.98812 0.19
C -0.59779 1.71240 -1.50910 -0.32
O 0.88158 -0.29205 -1.27052 -0.45
H -1.18041 -1.27102 1.59658 0.48
H 0.97275 0.51949 1.20046 0.22
H 0.54899 -2.11111 -0.36395 0.20
H -1.14044 2.60989 -1.28537 0.23
```

LUMO level (alpha / beta) ... 0.072 / 0.074 eV
Spin multiplicity ... 1
SMILES ... C#CO/C=C/O
Total charge ... 0

***

ΔE to the lowest compared entry with this formula, charge and spin list, top to bottom, in kcal/mol: 27.3 98.0 51.6 36.4 44.2 112.8 114.4 120.9
Calculated total energy list, top to bottom, in eV: -8305.89379 -8302.82934 -8304.83922 -8305.49987 -8305.15940 -8302.18659 -8302.11768 -8301.83388